Entry 1:
Entry from the Open Molecules 2025 dataset: a 2-piece molecular cluster, C5H15N2 overall at a distorted geometry (the ωB97M-V functional and the def2-TZVPD basis).

The calculation puts the energy above the lowest of the compared OMol25 structures with the same formula, charge and spin at 5.0933 eV. The value obtained for the HOMO-LUMO gap is 5.39 eV. Its spin multiplicity is 1. The LUMO energy is -0.3145 Eh. The charge is +1.

Atoms and positions in Å:
N (-0.2111, -1.4168, 1.2389)
C (0.8289, -0.4088, 1.0799)
C (1.7878, -0.3840, 2.2491)
C (0.2058, 0.9545, 0.7462)
N (-0.7519, 0.8029, -0.2655)
C (-1.4007, 2.0041, -0.6333)
C (-0.3411, -1.3886, -3.8024)
H (-0.0649, -0.7553, -4.6434)
H (-0.9926, -1.2579, 0.6058)
H (-0.5090, -1.5254, 2.1970)
H (1.3752, -0.7172, 0.1770)
H (2.5921, 0.3223, 2.0772)
H (1.2665, -0.0838, 3.1666)
H (2.1451, -1.3852, 2.4729)
H (-0.2774, 1.3069, 1.6759)
H (0.9693, 1.7213, 0.5144)
H (-2.1180, 1.8122, -1.4269)
H (-1.9259, 2.4752, 0.2101)
H (-0.6743, 2.7710, -0.9559)
H (-0.3418, -0.7963, -2.8873)
H (0.3795, -2.1977, -3.7148)
H (-1.3319, -1.7963, -3.9827)

---

Entry 2:
Entry from the Open Molecules 2025 dataset: C46H101F6MnN9O10P as an isolated structure at a distorted geometry (the ωB97M-V functional and the def2-TZVPD basis).

The calculation puts the energy above the lowest of the compared OMol25 structures with the same formula, charge and spin at 0.9627 eV. The value obtained for the HOMO-LUMO gap (spin up / spin down) is 6.79 / 6.77 eV. Its spin multiplicity is 6. The LUMO energy (spin up / spin down) is -0.1048 / -0.1057 Eh. The charge is +1.

Atoms and positions in Å:
Mn (2.5067, 15.6439, -0.6505)
P (-0.8102, 17.4289, -3.0488)
F (-0.0143, 18.8443, -2.8407)
F (0.0754, 17.2680, -4.4544)
F (0.4571, 16.7387, -2.2385)
F (-1.5624, 15.9930, -3.2782)
F (-1.6188, 17.6885, -1.6292)
F (-1.9261, 18.2575, -3.8306)
C (-3.4039, 19.9808, -6.5864)
C (-2.4362, 18.9474, -7.2082)
C (-0.9687, 19.1044, -6.8240)
C (-0.2486, 20.3462, -7.2492)
N (0.2816, 21.3228, -7.6262)
H (-3.5909, 19.8333, -5.5227)
H (-4.3631, 19.9079, -7.0990)
H (-3.1408, 21.0212, -6.7769)
H (-2.4855, 18.9650, -8.2970)
H (-2.7843, 17.9524, -6.9309)
H (-0.5421, 18.1588, -7.1586)
H (-0.9823, 19.0532, -5.7353)
C (-4.9916, 22.0751, -0.4389)
C (-4.9953, 20.5879, -0.0076)
C (-4.4998, 19.6119, -1.1262)
C (-5.0882, 19.7112, -2.4606)
N (-5.5614, 19.8267, -3.5056)
H (-5.9242, 22.3396, -0.9373)
H (-4.1647, 22.1625, -1.1437)
H (-4.7983, 22.8137, 0.3391)
H (-5.9680, 20.2615, 0.3604)
H (-4.3358, 20.4357, 0.8468)
H (-4.7414, 18.5875, -0.8427)
H (-3.4135, 19.6535, -1.2048)
C (-2.4769, 14.6063, -7.7330)
C (-1.0689, 15.1943, -7.2552)
C (-0.3856, 14.4220, -6.1920)
C (-0.2833, 12.9911, -6.4392)
N (-0.1966, 11.8693, -6.5940)
H (-2.4467, 13.6117, -8.1779)
H (-2.8632, 15.3373, -8.4433)
H (-3.1546, 14.5839, -6.8796)
H (-1.3019, 16.1914, -6.8817)
H (-0.4342, 15.2306, -8.1406)
H (-1.1113, 14.4775, -5.3805)
H (0.5360, 14.9356, -5.9182)
C (-3.4444, 13.4515, -4.0104)
O (-3.4015, 12.2058, -4.6638)
C (-4.5850, 11.8897, -5.4454)
C (-4.1828, 10.6475, -6.2999)
N (-5.3512, 10.2207, -7.1558)
C (-5.0924, 9.0014, -7.8994)
C (-4.7429, 7.7036, -7.0763)
O (-5.9089, 7.3593, -6.2905)
C (-5.7956, 6.2924, -5.4381)
H (-2.5863, 13.7170, -3.3929)
H (-4.3680, 13.6922, -3.4839)
H (-3.4397, 14.2152, -4.7881)
H (-4.7782, 12.7373, -6.1029)
H (-5.4987, 11.8024, -4.8575)
H (-3.8871, 9.8251, -5.6485)
H (-3.2982, 10.8510, -6.9033)
H (-6.0894, 9.9041, -6.5435)
H (-4.2951, 9.1905, -8.6182)
H (-5.9208, 8.7765, -8.5712)
H (-3.9527, 7.8360, -6.3371)
H (-4.4787, 6.8245, -7.6639)
H (-5.2184, 6.4926, -4.5354)
H (-5.4289, 5.3858, -5.9194)
H (-6.8077, 6.0921, -5.0865)
C (2.9881, 18.1962, -2.5265)
O (2.9859, 17.6062, -1.2302)
C (2.7753, 18.5698, -0.2200)
C (2.8709, 17.8784, 1.1358)
N (2.0463, 16.7097, 1.1735)
C (0.6049, 17.0290, 1.0065)
C (-0.1394, 15.6522, 0.9007)
O (0.4995, 14.9482, -0.1607)
C (-0.4589, 14.0894, -0.7477)
H (2.7249, 17.4286, -3.2542)
H (3.9383, 18.6699, -2.7729)
H (2.1867, 18.9195, -2.6772)
H (1.7988, 19.0473, -0.3012)
H (3.4972, 19.3784, -0.3347)
H (2.5046, 18.5698, 1.8946)
H (3.9102, 17.7325, 1.4301)
H (2.1329, 16.3433, 2.1107)
H (0.3854, 17.6336, 0.1265)
H (0.1589, 17.4734, 1.8963)
H (-1.1907, 15.8450, 0.6870)
H (-0.0321, 15.1371, 1.8553)
H (-1.0045, 14.6043, -1.5384)
H (-1.0852, 13.5209, -0.0601)
H (0.1385, 13.2977, -1.1999)
C (2.0484, 14.5519, -3.6127)
O (2.9144, 14.9557, -2.5341)
C (4.2964, 14.9186, -2.9608)
C (5.2407, 15.3873, -1.8519)
N (4.6414, 15.3361, -0.5097)
C (4.9402, 13.9932, 0.0158)
C (4.1290, 13.7053, 1.2472)
O (2.7556, 13.9113, 0.8989)
C (1.9246, 13.0673, 1.7556)
H (1.0657, 14.2004, -3.2982)
H (2.4641, 13.8112, -4.2958)
H (1.8743, 15.4543, -4.1987)
H (4.4650, 15.4919, -3.8725)
H (4.6649, 13.9131, -3.1635)
H (5.4402, 16.4468, -2.0122)
H (6.1551, 14.8024, -1.9513)
H (5.2422, 15.9575, 0.0128)
H (6.0170, 13.8739, 0.1352)
H (4.6466, 13.1244, -0.5733)
H (4.5133, 14.3703, 2.0205)
H (4.4061, 12.7196, 1.6211)
H (2.2782, 12.0790, 2.0494)
H (0.9372, 12.9006, 1.3251)
H (1.6773, 13.6106, 2.6676)
C (5.6679, 22.8471, -5.9815)
O (6.7316, 23.6811, -5.5752)
C (7.5507, 23.2249, -4.5285)
C (6.8241, 23.0899, -3.1504)
N (6.2561, 21.7344, -3.0116)
C (5.2277, 21.6725, -1.9836)
C (3.8202, 22.0312, -2.5262)
O (3.5185, 21.0705, -3.5661)
C (2.2669, 21.2451, -4.2955)
H (5.0748, 22.4523, -5.1565)
H (6.1036, 22.0444, -6.5764)
H (5.0416, 23.5348, -6.5497)
H (8.3838, 23.9278, -4.5226)
H (8.0638, 22.3113, -4.8291)
H (5.9465, 23.7335, -3.0893)
H (7.4691, 23.3866, -2.3233)
H (5.8172, 21.5620, -3.9048)
H (5.4202, 22.3052, -1.1171)
H (5.2253, 20.6291, -1.6685)
H (3.8356, 23.0379, -2.9438)
H (3.1345, 21.9717, -1.6810)
H (1.9275, 20.5735, -5.0841)
H (2.2928, 22.2191, -4.7840)
H (1.4319, 21.2972, -3.5968)
C (0.6736, 26.3663, 1.5242)
O (0.9250, 25.8853, 0.1702)
C (1.3095, 26.8943, -0.7030)
C (1.6079, 26.1830, -2.0798)
N (0.4617, 25.2682, -2.3878)
C (0.7475, 24.4882, -3.6191)
C (-0.4512, 23.5548, -3.8575)
O (-0.5503, 22.6887, -2.7676)
C (-1.5339, 21.6776, -2.9968)
H (1.6098, 26.5233, 2.0601)
H (0.0026, 25.7007, 2.0671)
H (0.1717, 27.3322, 1.4668)
H (2.1451, 27.5204, -0.3903)
H (0.5015, 27.6007, -0.8935)
H (2.5792, 25.6890, -2.1065)
H (1.6181, 26.8901, -2.9093)
H (0.1905, 24.6471, -1.6390)
H (1.6814, 23.9300, -3.5535)
H (0.7974, 25.0840, -4.5305)
H (-0.3333, 22.9609, -4.7639)
H (-1.3850, 24.1040, -3.9780)
H (-1.2474, 20.9231, -3.7294)
H (-2.5429, 21.9700, -3.2875)
H (-1.5568, 21.1383, -2.0499)
N (-4.0850, 16.2766, -1.9510)
C (-5.2366, 16.4337, -2.7457)
C (-6.2847, 15.7420, -2.1197)
C (-5.7228, 15.0608, -1.0564)
C (-4.3910, 15.3268, -1.0097)
H (-3.2258, 16.7823, -2.1126)
H (-5.1977, 17.0406, -3.6382)
H (-7.3114, 15.6063, -2.4260)
H (-6.3112, 14.4155, -0.4209)
H (-3.6587, 14.9009, -0.3398)

---

Entry 3:
Entry from the Open Molecules 2025 dataset: C33H6F15GeMnN3O2S5 as an isolated structure (the ωB97M-V functional and the def2-TZVPD basis).

The calculation puts the energy above the lowest of the compared OMol25 structures with the same formula, charge and spin at 0.0000 eV. The value obtained for the HOMO-LUMO gap (spin up / spin down) is 6.36 / 6.64 eV. Its spin multiplicity is 6. The LUMO energy (spin up / spin down) is 0.1305 / 0.1304 Eh. The charge is -2.

Atoms and positions in Å:
Mn (0.0914, -0.2220, 0.1229)
S (1.0650, -0.0967, 2.3775)
C (1.6502, -1.7440, 2.4503)
C (2.5947, -2.0530, 3.4347)
C (3.1496, -3.3197, 3.5751)
C (4.0647, -3.5773, 4.6458)
N (4.7866, -3.7625, 5.5246)
C (2.7692, -4.3302, 2.6781)
C (1.8109, -4.0463, 1.7120)
C (1.1989, -2.7927, 1.6001)
S (-0.1286, -2.6390, 0.4681)
C (3.3259, -5.6464, 2.7598)
N (3.7568, -6.7130, 2.8245)
H (2.8954, -1.2700, 4.1201)
H (1.5027, -4.8299, 1.0323)
O (-6.5114, 1.8042, 0.2889)
S (-5.3413, 2.1577, 1.0496)
O (-5.4391, 3.3118, 1.9043)
N (-4.0267, 2.2675, 0.0765)
C (-3.1317, 1.3565, 0.3488)
S (-1.6825, 1.3105, -0.5650)
C (-3.5193, 0.4206, 1.4656)
C (-2.8517, -0.6597, 2.0105)
C (-3.4530, -1.3588, 3.0524)
C (-4.6997, -0.9930, 3.5441)
C (-5.3800, 0.0889, 2.9955)
C (-4.7639, 0.7650, 1.9658)
H (-1.8889, -0.9869, 1.6653)
H (-2.9263, -2.2034, 3.4799)
H (-5.1439, -1.5554, 4.3568)
H (-6.3549, 0.3912, 3.3580)
F (1.8545, -2.9424, -2.0975)
C (3.1532, -3.1920, -2.2405)
C (4.1040, -2.2334, -1.9348)
C (5.4285, -2.6119, -2.0998)
F (6.4180, -1.7600, -1.7784)
C (5.8101, -3.8536, -2.5609)
F (7.1009, -4.1745, -2.7041)
C (4.8304, -4.7777, -2.8746)
F (5.1725, -5.9828, -3.3297)
C (3.5011, -4.4496, -2.7112)
F (2.5600, -5.3469, -3.0160)
Ge (3.6636, -0.3817, -1.3680)
S (1.6720, 0.2653, -1.7105)
C (4.2731, -0.1434, 0.4996)
C (4.0001, 1.0563, 1.1400)
F (3.3682, 2.0328, 0.4906)
C (4.4183, 1.3254, 2.4269)
F (4.1474, 2.4975, 3.0041)
C (5.1539, 0.3808, 3.1154)
F (5.5758, 0.6385, 4.3498)
C (5.4440, -0.8290, 2.5199)
F (6.1464, -1.7539, 3.1816)
C (4.9884, -1.0731, 1.2377)
F (5.2833, -2.2815, 0.7307)
C (4.8553, 0.6691, -2.5816)
C (4.6780, 0.5236, -3.9471)
F (3.7664, -0.3405, -4.4139)
C (5.4154, 1.2232, -4.8835)
F (5.2147, 1.0475, -6.1943)
C (6.3769, 2.1144, -4.4535)
F (7.0971, 2.8024, -5.3404)
C (6.5937, 2.2858, -3.1015)
F (7.5329, 3.1420, -2.6867)
C (5.8396, 1.5625, -2.1941)
F (6.1294, 1.7595, -0.9020)

---

Entry 4:
Entry from the Open Molecules 2025 dataset: a 2-piece molecular cluster, C4H11N4 overall at a distorted geometry (the ωB97M-V functional and the def2-TZVPD basis).

The calculation puts the energy above the lowest of the compared OMol25 structures with the same formula, charge and spin at 6.4904 eV. The value obtained for the HOMO-LUMO gap (spin up / spin down) is 8.90 / 6.67 eV. Its spin multiplicity is 1. The LUMO energy (spin up / spin down) is -0.1953 / -0.2403 Eh. The charge is +1.

Atoms and positions in Å:
C (0.0833, 1.5923, -0.4598)
C (-0.2929, 3.1806, -0.6578)
C (0.3873, -2.5387, 0.2658)
C (-0.5524, -1.9734, 1.4035)
N (0.6843, -0.6533, 2.8193)
N (0.1114, 1.3186, 0.7513)
N (0.1544, 0.9251, -1.6451)
N (0.2439, -0.7740, 1.7131)
H (0.6909, 3.7603, -0.6325)
H (-1.0663, 3.1292, -1.4369)
H (-0.8376, 3.6593, 0.1967)
H (-0.2523, -3.1121, -0.3948)
H (0.8677, -1.7583, -0.3338)
H (1.1880, -3.0502, 0.6435)
H (-0.7494, -2.5201, 2.2744)
H (-1.5374, -1.5746, 0.9067)
H (1.4511, 0.1197, 3.0911)
H (0.1537, 1.5846, -2.4164)
H (0.2932, -0.0690, -1.6328)

---

Entry 5:
Entry from the Open Molecules 2025 dataset: C12H6Cl8GeIN3OPtS as an isolated structure (the ωB97M-V functional and the def2-TZVPD basis).

The calculation puts the energy above the lowest of the compared OMol25 structures with the same formula, charge and spin at 0.0000 eV. The value obtained for the HOMO-LUMO gap (spin up / spin down) is 8.01 / 6.14 eV. Its spin multiplicity is 2. The LUMO energy (spin up / spin down) is -0.1385 / -0.2074 Eh. The charge is +1.

Atoms and positions in Å:
Pt (-0.5269, -0.3519, 0.5723)
Cl (3.8376, 5.5778, -2.2820)
C (3.2459, 4.0232, -1.9820)
C (2.3353, 3.8233, -0.9027)
Cl (1.8581, 5.1522, 0.0603)
C (1.8581, 2.5713, -0.6579)
Cl (0.7542, 2.2833, 0.6359)
C (2.2426, 1.4163, -1.4577)
O (1.8127, 0.2910, -1.2172)
C (3.1713, 1.6781, -2.5542)
Cl (3.6244, 0.3463, -3.4929)
C (3.6514, 2.9451, -2.7962)
Cl (4.7416, 3.2233, -4.0819)
I (4.6867, -1.7769, 3.4930)
C (2.7082, -1.4774, 3.0328)
C (1.6130, -1.7240, 3.8334)
N (0.5250, -1.3737, 3.1344)
N (0.8617, -0.9287, 1.9093)
C (2.1873, -0.9876, 1.8335)
H (1.5393, -2.1133, 4.8345)
H (-0.4484, -1.5127, 3.3656)
H (2.6865, -0.7004, 0.9247)
S (-3.5870, 2.0749, -1.7054)
C (-4.1595, 0.4778, -1.5466)
C (-3.2322, -0.2911, -0.9353)
N (-2.0712, 0.3738, -0.5943)
C (-2.1473, 1.6412, -0.9489)
H (-5.1312, 0.1791, -1.9011)
H (-3.3449, -1.3373, -0.7166)
H (-1.3584, 2.3546, -0.7879)
Cl (-2.5219, -2.8932, 2.1070)
Ge (-1.1045, -2.6220, 0.5139)
Cl (-1.9333, -3.4137, -1.2897)
Cl (0.5393, -3.9209, 0.9420)

---

Entry 6:
Entry from the Open Molecules 2025 dataset: a 2-piece molecular cluster, C18H25Cl2F3NO3 overall at a distorted geometry (the ωB97M-V functional and the def2-TZVPD basis).

The value obtained for the HOMO-LUMO gap (spin up / spin down) is 8.99 / 9.75 eV. Its spin multiplicity is 2. The LUMO energy (spin up / spin down) is 0.0158 / 0.0096 Eh.

Atoms and positions in Å:
C (-0.7816, -0.3389, 1.8246)
C (-0.9299, -0.0138, 0.6773)
C (-1.2043, 0.0259, -0.7806)
C (0.1469, 0.1284, -1.5108)
Cl (0.4350, 1.5482, -2.5074)
C (1.1083, -0.7625, -1.4460)
C (2.4174, -0.6923, -2.1763)
Cl (0.9509, -2.2210, -0.4859)
C (-2.0588, 1.3091, -1.0235)
C (-3.5374, 1.2170, -0.5916)
C (-4.2361, 2.4269, -1.2723)
C (-3.7688, 1.4577, 0.9306)
N (-4.2341, 0.0078, -1.0908)
O (-4.6856, 0.1303, -2.2838)
C (-3.4906, -1.2501, -0.8645)
C (-3.6555, -1.8179, 0.5685)
C (-4.1454, -2.3218, -1.7744)
C (-2.0099, -1.1911, -1.2847)
H (-0.7442, -0.7145, 2.8114)
H (3.1868, -0.9480, -1.4389)
H (2.4794, -1.4652, -2.9414)
H (2.6545, 0.3019, -2.5329)
H (-2.0659, 1.6088, -2.0696)
H (-1.6017, 2.1188, -0.4532)
H (-3.9277, 2.5331, -2.3093)
H (-3.8879, 3.3289, -0.7593)
H (-5.3172, 2.3728, -1.1710)
H (-4.4021, 2.3353, 1.0636)
H (-2.8393, 1.6944, 1.4435)
H (-4.2903, 0.6345, 1.4139)
H (-3.1882, -2.8016, 0.5534)
H (-3.2361, -1.1765, 1.3334)
H (-4.7238, -1.9885, 0.7184)
H (-5.2275, -2.2563, -1.6771)
H (-3.8544, -2.1855, -2.8125)
H (-3.8138, -3.3160, -1.4672)
H (-1.5722, -2.1493, -1.0182)
H (-1.9761, -1.1450, -2.3791)
C (3.8656, 0.6911, 2.5780)
C (4.7754, -0.4849, 2.2922)
O (5.9143, -0.0776, 1.5122)
C (6.9152, 0.4756, 2.1871)
O (6.9468, 0.6615, 3.3667)
C (8.0659, 0.8098, 1.2288)
F (7.6238, 1.3971, 0.1094)
F (8.7195, -0.3046, 0.8692)
F (8.9464, 1.6309, 1.7939)
H (3.5765, 1.1846, 1.6491)
H (2.9664, 0.3605, 3.0970)
H (4.3685, 1.4348, 3.1961)
H (4.2459, -1.2254, 1.6949)
H (5.0970, -0.9778, 3.2091)